1.
The following is a quantum chemistry calculation of C14H14BF9N6OSn as an isolated structure, from the Open Molecules 2025 dataset.

## Properties
HOMO = -0.58928 hartree
ΔE to the lowest compared entry with this formula, charge and spin = 35.4 kcal per mole
frontier orbital gap = 3.9702 eV
electronic energy = -2082.987816 hartree
net charge = +2

Last column: Löwdin charge in e.
Atoms and positions in Å:
H  0.563404  -1.461311  -2.418856  0.102
N  -0.071697  0.430977  -1.741175  -0.092
B  -1.201202  2.703799  -1.522248  -0.474
N  -0.679770  1.506823  -2.351526  0.003
C  -0.708317  1.306145  -3.676499  0.015
Sn  0.498901  0.280970  0.396202  1.714
H  -1.155023  2.049627  -4.321579  0.153
C  -0.191661  0.041448  -3.911289  0.009
H  -0.117205  -0.459386  -4.854334  0.121
C  0.165485  -0.499684  -2.677244  -0.064
H  -1.867356  3.437281  -2.180372  0.137
C  2.023388  -0.095847  3.248210  0.001
H  2.547583  -0.952860  3.674960  0.067
H  0.995666  -0.078288  3.619919  0.049
H  2.533903  0.816696  3.568725  0.060
N  0.077814  3.376270  -0.961413  -0.005
N  -1.963794  2.142826  -0.298910  0.010
N  0.899659  2.573716  -0.200435  -0.053
N  -1.541978  1.053953  0.443655  -0.101
C  0.588471  4.607721  -1.046153  0.006
C  -3.134485  2.587796  0.192890  0.030
H  0.064019  5.381310  -1.604083  0.159
H  -3.625094  3.407855  -0.306079  0.153
C  1.773359  4.627326  -0.323111  0.006
C  -3.507246  1.725529  1.225373  0.011
C  1.944880  3.323011  0.177972  -0.088
C  -2.506254  0.760203  1.336488  -0.067
H  2.429065  5.455484  -0.176213  0.116
H  -4.431347  1.769967  1.776825  0.125
H  2.741817  2.896696  0.762555  0.121
H  -2.424446  -0.105549  1.986312  0.135
H  2.063897  -0.164996  2.137765  -0.050
F  -1.648040  -3.138236  1.821655  0.156
C  -1.034706  -3.776663  0.789774  -0.481
F  -0.980685  -5.101577  1.102362  0.190
F  -1.831892  -3.642015  -0.293947  0.181
C  0.374043  -3.150467  0.535454  -0.215
O  0.114124  -1.806827  0.249648  -0.181
C  1.257802  -3.458875  1.790041  -0.477
F  1.454419  -4.787415  1.982606  0.193
F  2.486794  -2.883836  1.662467  0.150
F  0.680942  -2.963104  2.918353  0.156
C  1.108483  -3.735657  -0.706874  -0.485
F  1.426262  -5.047735  -0.601636  0.197
F  0.355801  -3.589893  -1.830297  0.156
F  2.266313  -3.047141  -0.915417  0.152

Force components x, y, z for each atom (eV/Å):
0.151 -0.085 -0.080
0.005 -0.866 0.426
0.811 -0.212 -0.016
0.532 0.119 0.768
-0.041 -0.762 0.817
-3.160 0.630 -3.453
0.062 -0.156 -0.015
0.084 -0.595 -0.268
0.019 -0.051 -0.234
-0.078 1.148 -0.815
0.019 0.007 0.131
-0.295 0.613 0.955
-0.103 -0.144 -0.486
0.060 -0.060 -0.099
-0.125 -0.036 -0.323
-0.649 -1.008 0.289
0.488 0.025 0.550
0.966 -0.369 0.698
0.084 -0.497 0.205
0.259 -0.514 0.456
0.807 -1.526 0.076
0.210 -0.263 0.159
-0.139 0.001 0.153
0.249 -0.834 0.286
-0.338 -0.289 0.211
-0.338 1.086 -0.354
-0.543 1.082 0.131
0.260 0.265 0.001
0.050 -0.048 0.058
0.102 0.136 0.088
-0.043 0.239 -0.057
0.226 -0.134 -0.502
0.666 -0.304 -0.910
-1.988 -1.371 0.230
0.284 1.822 -0.513
0.908 0.068 0.848
0.633 -0.348 0.358
0.233 2.364 0.287
1.012 -0.805 1.573
-0.399 1.844 -0.439
-1.177 -0.147 0.067
0.547 -0.135 -1.114
0.819 -1.280 -1.610
-0.583 1.650 0.155
0.500 0.038 1.083
-1.046 -0.300 0.231

=====

2.
The following is a quantum chemistry calculation of C14H14ClNO2Sn as an isolated structure, from the Open Molecules 2025 dataset.

## Properties
HOMO (alpha / beta) = -0.60034 / -0.59808 hartree
ΔE to the lowest compared entry with this formula, charge and spin = 21.1 kcal per mole
frontier orbital gap (alpha / beta) = 5.2417 / 5.1239 eV
electronic energy = -1420.855850 hartree
net charge = +2

Last column: Löwdin charge in e.
Atoms and positions in Å:
Cl  -1.591236  3.133488  -2.181089  0.307
C  -0.572780  -1.010531  -1.766200  -0.092
C  0.785422  -1.401954  -1.874241  -0.025
C  1.422272  -0.564683  -2.825760  -0.027
H  1.234482  -2.264311  -1.394784  0.140
C  0.496824  0.388833  -3.297966  -0.321
C  -0.788691  0.117522  -2.635545  -0.218
H  -1.736496  0.469158  -3.049503  0.130
H  -1.382234  -1.525519  -1.247186  0.142
H  2.427787  -0.692518  -3.238147  0.150
C  0.756579  1.385315  -4.357377  0.005
Sn  0.163601  1.548652  -0.976156  1.306
C  2.573029  2.144207  0.175386  -0.009
O  3.486827  2.384945  0.810240  0.161
C  -2.177169  2.258232  -0.312837  -0.437
O  -3.229311  2.530299  0.154452  0.084
H  1.730665  1.875945  -4.214070  0.124
H  -0.032143  2.138683  -4.388953  0.075
H  0.781961  0.869570  -5.328107  0.144
C  -0.421598  -1.857332  4.783208  -0.009
C  -0.350146  -1.227713  3.433336  -0.223
C  0.873949  -1.128876  2.773391  0.027
C  0.933754  -0.470823  1.550304  -0.119
N  -0.159992  0.118796  1.019746  -0.061
C  -1.364232  -0.060524  1.607196  -0.095
C  -1.480105  -0.713721  2.820309  0.030
H  -0.046199  -2.887254  4.758329  0.109
H  0.187097  -1.297660  5.505327  0.112
H  -1.454725  -1.871088  5.148193  0.097
H  1.785112  -1.541455  3.175041  0.137
H  1.873581  -0.406962  0.992496  0.108
H  -2.253985  0.340984  1.108004  0.102
H  -2.471902  -0.781709  3.272966  0.145

Force components x, y, z for each atom (eV/Å):
0.411 0.794 -0.739
-1.956 1.555 -1.779
1.358 0.380 -1.791
0.660 -1.685 1.418
-0.025 0.164 0.019
1.129 0.837 -0.398
-1.112 -2.374 1.740
0.285 -0.012 0.511
0.414 0.162 -0.033
-0.323 0.191 0.450
-0.288 0.169 0.471
-2.424 0.093 0.323
2.655 0.798 2.046
-2.279 -0.605 -1.692
-3.440 0.441 2.812
4.277 -0.995 -2.169
-0.133 -0.320 -0.187
0.018 -0.059 -0.122
0.011 -0.026 -0.001
-0.328 -0.162 0.320
0.369 -0.223 0.671
-0.007 0.468 -1.090
-0.054 -0.048 0.580
0.364 -0.056 -0.938
0.136 0.320 -0.246
-0.490 0.328 -0.502
-0.027 0.197 -0.002
-0.072 -0.112 -0.195
0.284 -0.050 -0.031
0.034 -0.121 0.157
-0.347 0.097 0.258
0.517 -0.073 0.230
0.382 -0.073 -0.089

=====

3.
The following is a quantum chemistry calculation of C14H14F3HfIN2O2 as an isolated structure, from the Open Molecules 2025 dataset.

## Properties
HOMO = -0.58610 hartree
frontier orbital gap = 7.7344 eV
electronic energy = -1446.744337 hartree
net charge = +2

Last column: Löwdin charge in e.
Atoms and positions in Å:
C  -1.817205  2.813429  1.067616  -0.205
C  -1.184103  3.124508  -0.360530  -0.196
H  -2.838198  2.433070  1.018029  0.019
H  -1.861150  3.804567  1.527825  0.144
H  -1.197174  2.237285  1.798867  0.068
H  -1.155401  2.296582  -1.164364  0.014
H  -1.896187  3.829423  -0.817246  0.141
H  -0.217054  3.647305  -0.308974  0.120
C  -1.260879  -1.650975  1.942048  -0.089
C  -1.365225  -3.013432  2.188353  0.013
C  -0.970366  -3.925073  1.205595  0.023
C  -0.486190  -3.459273  -0.008159  0.044
H  -1.571448  -0.876158  2.650441  0.133
H  -1.753098  -3.344542  3.152064  0.136
H  -1.043542  -4.998623  1.365752  0.140
H  -0.171481  -4.112664  -0.823488  0.127
N  -0.754377  -1.210043  0.775248  -0.090
C  -0.373337  -2.080836  -0.208347  -0.196
C  0.196934  -1.478335  -1.421199  -0.176
N  0.170990  -0.108695  -1.508831  -0.066
C  0.783284  0.542116  -2.525828  -0.071
C  1.496518  -1.573783  -3.440351  0.027
C  1.486055  -0.174020  -3.491777  0.014
H  0.698554  1.634577  -2.524723  0.130
H  1.999112  0.372246  -4.276731  0.133
C  0.837598  -2.234285  -2.409107  0.047
H  0.802457  -3.318605  -2.312363  0.126
H  2.017995  -2.161524  -4.191413  0.140
Hf  -0.749811  0.983581  0.212308  1.356
I  -3.317140  0.400224  -0.712616  0.450
F  3.068773  3.088874  2.042137  0.180
C  2.755948  1.792602  2.271526  -0.498
F  3.783104  1.024961  1.848890  0.183
F  2.594432  1.606256  3.593707  0.186
C  1.461917  1.439064  1.496184  -0.418
O  1.400780  1.670468  0.251201  -0.027
O  0.428916  0.979728  2.098255  -0.062

Force components x, y, z for each atom (eV/Å):
-0.078 1.623 0.202
-0.711 1.738 -0.714
0.227 0.083 -0.022
0.092 -0.138 0.104
-0.372 0.781 0.190
-0.483 1.543 0.014
0.270 -0.355 -0.026
-0.159 -0.340 0.096
0.274 -0.313 -0.525
-0.117 0.027 0.304
-0.122 0.094 0.096
0.276 0.805 -0.534
0.127 -0.472 -0.084
0.106 0.016 -0.331
-0.039 0.240 0.108
-0.252 -0.059 0.562
0.162 -0.029 -0.777
-0.487 -0.273 1.224
0.661 0.666 -0.928
-0.108 -0.241 0.155
0.098 -0.971 0.007
-0.099 0.187 0.082
-0.254 0.202 0.093
0.234 -0.478 -0.144
-0.068 -0.169 0.065
-0.491 0.411 0.647
0.291 0.367 -0.337
-0.043 0.223 0.059
1.419 -5.142 0.620
0.313 -0.201 -0.088
-0.538 -1.122 0.078
1.406 0.245 0.953
-1.068 0.506 0.133
-0.097 0.142 -1.263
-0.467 0.145 -0.088
-0.362 -0.034 0.542
0.459 0.294 -0.472

=====

Question: net charge of number 3 (C14H14F3HfIN2O2)?
Answer: +2

=====

Question: Number 2 is which compound?
Answer: C14H14ClNO2Sn

=====

Question: Which of these has the highest electronic energy?
Answer: C14H14ClNO2Sn

=====

Question: net charge of number 2 (C14H14ClNO2Sn)?
Answer: +2